No. 1
DFT (the ωB97M-V functional and the def2-TZVPD basis) results for 3 unconnected molecules or ions with the total composition C23H52NO15P3S2 in a non-equilibrium geometry.

XYZ file:
```
96
Properties=species:S:1:pos:R:3
C -3.68692 -6.52680 1.93662
C -4.31143 -7.25646 0.73092
C -4.58992 -6.33521 -0.44314
O -5.67105 -5.44067 -0.18272
C -6.25404 -4.91097 -1.31431
C -5.22503 -4.10613 -2.15470
C -4.67617 -2.89267 -1.35489
C -3.21502 -2.59354 -1.74499
S -2.46630 -1.45356 -0.53654
O -7.10524 -3.82844 -0.78671
S -8.20498 -3.49100 -1.90586
O -9.54722 -3.46752 -1.43920
O -7.86551 -2.28190 -2.56772
O -7.88819 -4.71522 -2.94360
C -7.25671 -5.74484 -2.11375
C -8.49082 -6.40845 -1.39883
C -8.43368 -6.50507 0.15283
C -9.90062 -6.44792 0.62274
N -10.43264 -5.28329 1.23445
O -10.63114 -7.39787 0.42746
P -6.66014 -7.03370 -3.30523
O -5.72326 -6.48000 -4.29875
H -3.52347 -7.19773 2.78168
H -2.69451 -6.18513 1.61897
H -4.29586 -5.66163 2.20756
H -3.56030 -7.98048 0.38700
H -5.18076 -7.85836 1.02137
H -4.69691 -6.93984 -1.34913
H -3.68362 -5.72557 -0.58450
H -5.69822 -3.67915 -3.04196
H -4.42242 -4.74150 -2.54109
H -5.30530 -2.04260 -1.63258
H -4.71710 -3.04672 -0.27474
H -2.65777 -3.53295 -1.67652
H -3.14326 -2.21755 -2.76738
H -3.47427 -0.74461 0.01351
H -9.43697 -5.94113 -1.67064
H -8.57226 -7.44195 -1.76527
H -7.91344 -5.68497 0.64270
H -8.07516 -7.48916 0.46137
H -10.88754 -4.68064 0.55728
H -9.72275 -4.75183 1.72517
H -7.78940 -7.65337 -3.88600
H -6.05077 -8.02731 -2.49511
C 1.77734 4.91128 -0.15725
C 1.25683 3.54257 -0.56272
O 1.89462 2.47464 0.14671
P 1.62948 2.37550 1.76483
O 0.24039 1.82647 1.81973
O 2.42648 1.01574 2.23268
C 1.72284 -0.14946 2.66458
C 1.33311 -1.03407 1.49633
O 2.89165 3.32915 2.18154
C 4.25186 2.84663 2.22892
C 4.78332 2.19585 0.97191
H 1.53999 5.13702 0.88519
H 1.32698 5.68857 -0.77689
H 2.86157 4.95944 -0.26148
H 0.17564 3.48412 -0.40548
H 1.44847 3.37438 -1.62201
H 0.86755 0.11402 3.28238
H 2.40884 -0.70136 3.31185
H 0.86352 -0.48368 0.68177
H 0.64792 -1.81808 1.82281
H 2.22067 -1.50811 1.06973
H 4.35855 2.17937 3.08332
H 4.86675 3.72128 2.44580
H 4.21504 1.32517 0.65584
H 5.80848 1.85929 1.13819
H 4.77371 2.90119 0.14017
C 7.62297 8.14550 3.06411
C 6.70459 8.10650 1.85492
O 7.33794 7.55591 0.69313
P 7.75879 5.96917 0.74314
O 6.43792 5.29196 0.56892
O 8.35998 5.67084 -0.75624
C 7.66712 4.83356 -1.68549
C 6.63820 5.61195 -2.48269
O 9.25472 6.22593 1.35726
C 10.36807 6.64587 0.53980
C 10.17161 7.90238 -0.28187
H 7.89689 7.13962 3.39163
H 7.13070 8.64477 3.89996
H 8.54696 8.67425 2.83099
H 5.80304 7.52912 2.08081
H 6.39525 9.11788 1.59394
H 7.23247 3.96956 -1.18787
H 8.42363 4.44400 -2.37039
H 6.00426 6.23743 -1.85476
H 6.00162 4.93262 -3.05176
H 7.13582 6.28561 -3.18409
H 10.67162 5.81437 -0.09401
H 11.19168 6.81569 1.23509
H 9.34720 7.83388 -0.98550
H 11.07308 8.10005 -0.86461
H 9.97043 8.76001 0.36136
```

Summary:
orbital gap = 8.84 eV
lowest unoccupied orbital energy = -0.1719 eV
maximum force = 6.778 eV Å⁻¹
structure (SMILES) = CCCO[C@]1(CCCS)OS(=O)(=O)O[C@@]1(CCC(N)=O)[PH2]=O.CCOP(=O)(OCC)OCC.CCOP(=O)(OCC)OCC



No. 2
DFT (the ωB97M-V functional and the def2-TZVPD basis) results for 2 unconnected molecules or ions with the total composition C12H19Cl3NO2.

XYZ file:
```
37
Properties=species:S:1:pos:R:3
O -0.19794 -1.77150 3.42931
C -0.65619 -3.02876 2.94213
C 0.51513 -3.88286 2.42618
C 1.77201 -3.08989 2.11657
C 1.64492 -2.02721 1.06184
C 0.60571 -2.00441 0.12902
C 0.52651 -1.00695 -0.82046
C 1.49020 -0.00619 -0.86390
C 1.40735 1.10646 -1.85934
C 0.13362 1.95884 -1.59162
C 0.35684 3.44133 -1.80703
O -0.86715 4.15225 -1.69491
N 2.48876 -0.06353 0.02068
C 2.58538 -1.02650 0.96135
H -0.76437 -1.08940 3.06991
H -1.35397 -2.85107 2.12303
H -1.21406 -3.57017 3.69903
H 0.21761 -4.44199 1.54251
H 0.73767 -4.62891 3.17958
H 2.54901 -3.77550 1.77971
H 2.15265 -2.64919 3.03125
H -0.16038 -2.75794 0.12279
H -0.28348 -0.98938 -1.52803
H 1.27898 0.61832 -2.81856
H 2.30214 1.71929 -1.84539
H -0.70079 1.58741 -2.17705
H -0.13799 1.82638 -0.54283
H 1.04874 3.82849 -1.05900
H 0.77130 3.63304 -2.79231
H -1.45401 3.63470 -1.13491
H 3.20956 0.64495 -0.00872
H 3.41592 -1.01037 1.64554
C -4.62115 3.58127 -2.20447
Cl -4.98891 2.28943 -3.34342
Cl -6.07263 4.44444 -1.72702
Cl -3.79046 2.92706 -0.77655
H -3.94656 4.27802 -2.68491
```

Summary:
orbital gap = 9.03 eV
lowest unoccupied orbital energy = -4.1043 eV
maximum force = 0.820 eV Å⁻¹
total charge = +1



No. 3
DFT (the ωB97M-V functional and the def2-TZVPD basis) results for C5H6O2 in the gas phase.

XYZ file:
```
13
Properties=species:S:1:pos:R:3
C -0.39425 1.21501 1.33464
C 0.12426 0.22784 0.61860
C 1.23325 0.35097 -0.38964
O 0.59101 -0.10689 -1.59861
C -0.54521 -0.79582 -1.28631
O -1.37280 -1.08032 -2.10208
C -0.54875 -1.05008 0.21535
H -1.31946 1.08228 1.88828
H 0.06152 2.20088 1.34096
H 1.58887 1.37157 -0.54438
H 2.08685 -0.30376 -0.16812
H 0.08256 -1.93003 0.40519
H -1.54666 -1.22375 0.61498
```

Summary:
orbital gap = 10.79 eV
lowest unoccupied orbital energy = 0.7971 eV
maximum force = 0.528 eV Å⁻¹
structure (SMILES) = C=C1COC(=O)C1



No. 4
DFT (the ωB97M-V functional and the def2-TZVPD basis) results for a gas-phase ion, C6H18N2 (charge +2) in a non-equilibrium geometry.

XYZ file:
```
26
Properties=species:S:1:pos:R:3
C -2.46300 -0.13436 0.25498
C -1.72444 0.72350 -0.77033
N -2.64758 0.68853 -2.02108
C -0.32987 0.21759 -1.06905
C 0.69941 0.52669 0.01502
C 1.96043 -0.37156 -0.12690
C 2.25430 -1.17399 1.13635
N 2.61972 -0.27412 2.27068
H -2.55125 -1.18074 -0.03949
H -3.49429 0.18573 0.39554
H -2.04939 -0.06733 1.25730
H -1.78273 1.71792 -0.42647
H -2.08859 0.60290 -2.86969
H -3.40693 0.00986 -2.00174
H -3.07089 1.61563 -2.09315
H -0.41252 -0.83349 -1.35486
H 0.01817 0.60472 -2.04141
H 0.22735 0.33795 0.98690
H 0.93260 1.59039 -0.01012
H 1.79085 -1.05510 -0.96225
H 2.85914 0.13696 -0.48763
H 1.36787 -1.77274 1.32735
H 3.04978 -1.87842 0.97084
H 3.06148 -0.83898 2.99801
H 1.84392 0.23238 2.69744
H 3.33646 0.39010 1.96378
```

Summary:
orbital gap = 12.96 eV
lowest unoccupied orbital energy = -6.1230 eV
maximum force = 2.329 eV Å⁻¹
total charge = +2
structure (SMILES) = C[C@H]([NH3+])CCCC[NH3+]